The following is a DFT calculation (ωB97M-V/def2-TZVPD) of a molecular structure, C5H10O2.

## Properties
* multiplicity: 1
* relative energy (zero: lowest compared OMol25 entry of this formula, charge and spin): 89.75 kcal/mol
* HOMO energy: -9.4 eV

Each line ends with the natural charge from an NBO analysis.
Atoms and positions in Å:
O 2.269316 -0.071335 1.051764  -0.7194
C 1.605248 -0.620664 -0.065437  -0.0827
C 0.128050 -0.435615 0.236087  -0.1573
C -0.388814 1.281603 0.266612  -0.4905
C -1.838590 1.134713 0.012558  -0.0715
O -2.089072 -0.678723 -0.431782  -0.5948
C -0.818342 -1.123580 -0.682212  -0.0946
H 3.189894 0.077251 0.821184  0.4698
H 1.809281 -0.063299 -0.991853  0.1602
H 1.943732 -1.664545 -0.249463  0.1714
H -0.123058 -0.732568 1.264056  0.2083
H -0.091460 1.594931 1.273608  0.2361
H 0.169466 1.824911 -0.508022  0.2123
H -2.251283 1.540291 -0.905925  0.2063
H -2.507633 1.189073 0.869276  0.2057
H -0.512624 -1.158531 -1.751112  0.1497
H -0.494112 -2.093910 -0.209335  0.1909

Forces on the atoms, in the same order (eV/Å):
O 0.6 0.2 0.1
C -0.4 0.3 -0.2
C -0.1 3.0 0.2
C 1.1 -2.8 -0.2
C -0.3 -2.7 -0.6
O 0.2 2.5 0.7
C 1.1 -0.6 0.6
H 0.1 0.0 0.1
H 0.2 0.0 0.1
H -0.6 0.3 0.2
H 0.3 0.0 -0.3
H -0.3 0.1 -0.4
H -0.3 -0.2 0.2
H 0.1 0.1 0.2
H 0.1 -0.1 -0.2
H -0.1 0.3 0.4
H -1.6 -0.5 -0.9

=====

The following is a DFT calculation (ωB97M-V/def2-TZVPD) of a molecular structure, C22H24N5OS5V.

## Properties
* charge: -1
* multiplicity: 4
* relative energy (zero: lowest compared OMol25 entry of this formula, charge and spin): 6.71 kcal/mol
* HOMO energy (spin up / spin down): -3.1 / -3.2 eV
* <S²>: 3.76

Each line ends with the natural charge from an NBO analysis.
Atoms and positions in Å:
V -1.341536 -0.213144 -0.781348  0.8805
C 2.445620 -5.148228 -0.208315  -0.6376
C 1.818985 -3.814191 0.089681  0.0255
C 2.540107 -2.630507 0.003791  -0.2296
C 1.942602 -1.404214 0.240717  -0.2432
C 0.587300 -1.293397 0.576622  0.1431
N -0.063608 -0.098350 0.787734  -0.6991
C 0.441956 0.949708 1.463887  0.1638
C 1.548310 0.834061 2.334498  -0.2604
C 2.051386 1.892529 3.057365  -0.2033
C 1.477482 3.154279 2.972927  -0.0806
C 1.984218 4.317567 3.780254  -0.6162
C 0.368360 3.285764 2.149026  -0.2177
C -0.161675 2.236491 1.406974  0.1500
N -1.358266 2.536797 0.639738  -0.1587
C -2.008041 3.724989 0.622519  -0.0246
C -3.164585 3.585504 -0.097720  -0.3191
C -3.153085 2.253145 -0.512312  0.0104
N -2.079223 1.624764 -0.069893  -0.3265
C -0.144396 -2.506072 0.647237  0.1790
C 0.468644 -3.719411 0.408906  -0.2556
N -1.547037 -2.496789 0.943544  -0.1624
C -2.250369 -3.420661 1.627079  -0.0232
C -3.566485 -3.028054 1.633035  -0.3336
C -3.573898 -1.826323 0.904593  -0.0205
N -2.360753 -1.515050 0.491003  -0.2922
H 3.531664 -5.095918 -0.123678  0.2059
H 2.094046 -5.918871 0.479325  0.2057
H 2.209933 -5.485900 -1.220276  0.2133
H 3.589316 -2.666501 -0.269489  0.1988
H 2.509868 -0.487458 0.143220  0.2246
H 2.004704 -0.141124 2.433292  0.2145
H 2.907814 1.730594 3.703420  0.1954
H 3.055659 4.230895 3.967166  0.2060
H 1.815463 5.263206 3.262567  0.2054
H 1.490766 4.386872 4.753723  0.2032
H -0.090834 4.260080 2.098755  0.1923
H -1.609710 4.593283 1.106516  0.2085
H -3.886039 4.344787 -0.334620  0.2269
H -3.843522 1.728235 -1.152235  0.2384
H -0.134400 -4.620072 0.434518  0.2069
H -1.758781 -4.270503 2.066387  0.2190
H -4.396875 -3.531352 2.093319  0.2234
H -4.397394 -1.182911 0.642395  0.2208
S -2.289780 2.368562 -3.857031  -0.6818
S -3.153932 0.552812 -4.284031  -0.0690
S -3.119440 -0.731449 -2.647982  -0.0698
S -1.465704 -2.025179 -2.510615  -0.5361
C 1.638464 -0.781182 -3.531078  -0.8239
S 0.362699 0.473527 -3.464902  1.3411
C 1.398541 1.820966 -4.001490  -0.8185
O 0.252051 0.748180 -1.956391  -0.9998
H 1.920786 -0.946102 -4.570535  0.2168
H 1.215516 -1.689740 -3.111569  0.2636
H 2.489720 -0.447409 -2.938722  0.2170
H 1.811201 1.575610 -4.979362  0.2157
H 2.187325 1.965844 -3.266156  0.2217
H 0.758871 2.696987 -4.076007  0.2658

Forces on the atoms, in the same order (eV/Å):
V -0.4 0.6 -1.7
C 0.0 0.0 0.0
C -0.1 0.0 0.1
C 0.0 0.1 0.0
C 0.1 -0.1 -0.1
C 0.0 0.0 0.6
N 0.0 -0.4 0.1
C 0.0 0.1 -0.1
C 0.0 0.0 0.0
C 0.0 0.0 0.0
C -0.1 0.0 0.0
C 0.0 0.0 0.0
C 0.2 -0.1 0.0
C -0.3 0.2 -0.1
N 0.1 -0.3 0.1
C 0.0 0.1 0.0
C 0.1 0.0 0.0
C -0.2 -0.1 -0.2
N 0.5 0.2 0.4
C 0.0 0.1 0.0
C -0.1 -0.2 -0.1
N 0.1 0.2 0.1
C 0.0 -0.1 0.1
C 0.0 0.1 -0.1
C -0.1 0.0 0.0
N 0.0 -0.6 0.4
H 0.0 0.0 0.0
H 0.0 0.0 0.0
H 0.0 0.0 0.0
H 0.0 0.0 0.0
H 0.0 0.0 0.0
H 0.0 0.0 0.0
H 0.0 0.0 0.0
H 0.0 0.0 0.0
H 0.0 0.0 0.0
H 0.0 0.0 0.0
H 0.0 0.1 0.0
H -0.1 0.1 0.0
H 0.0 0.0 0.0
H 0.0 0.0 0.0
H 0.0 0.0 0.0
H 0.0 0.0 0.0
H 0.0 0.0 0.0
H 0.0 0.0 0.0
S 0.0 -0.2 0.0
S 0.2 0.1 0.1
S 0.1 -0.2 0.2
S -0.1 0.1 -0.2
C 0.2 -0.1 0.0
S -0.2 0.1 0.9
C 0.0 0.2 -0.2
O -0.3 -0.1 -0.5
H 0.0 0.0 0.0
H -0.1 0.0 0.0
H 0.0 0.0 0.0
H 0.0 0.0 -0.1
H 0.0 0.0 0.0
H 0.0 0.0 0.0

=====

The following is a DFT calculation (ωB97M-V/def2-TZVPD) of a single C4H10N2S molecule.

## Properties
* SMILES: C/N=C\NCCS
* multiplicity: 1
* relative energy (zero: lowest compared OMol25 entry of this formula, charge and spin): 24.40 kcal/mol
* HOMO energy: -8.9 eV

Each line ends with the natural charge from an NBO analysis.
Atoms and positions in Å:
C 0.815361 -1.567192 -1.029293  -0.4578
N 1.742064 -1.179344 -0.038057  -0.4794
C 1.246412 -0.808555 1.067365  0.2895
N -0.062736 -0.467987 1.474653  -0.6484
C -0.970681 0.277640 0.595570  -0.2298
C -0.409896 1.582277 -0.048687  -0.5587
S -1.505786 2.368197 -1.221390  -0.0276
H 1.297804 -2.007713 -1.924712  0.2004
H 0.239030 -0.736819 -1.524609  0.1745
H 0.083936 -2.343099 -0.704948  0.1912
H 1.946222 -0.719295 1.891936  0.1613
H -0.203879 -0.258442 2.478846  0.3972
H -1.844510 0.655047 1.176001  0.2080
H -1.343300 -0.367610 -0.174945  0.2007
H -0.339921 2.355172 0.789396  0.2239
H 0.592547 1.451782 -0.412736  0.2301
H -1.282668 1.765942 -2.394388  0.1250

Forces on the atoms, in the same order (eV/Å):
C -1.3 -0.3 -2.8
N -0.4 -0.1 0.8
C 0.0 0.7 1.4
N 0.1 0.4 -0.1
C -0.6 1.0 0.3
C 0.2 0.2 1.9
S -0.6 0.6 0.0
H 0.2 0.1 0.7
H 0.3 -0.4 0.7
H 0.3 0.6 0.1
H 0.1 0.1 0.2
H 0.6 -0.3 -1.2
H 0.5 -0.8 -0.2
H -0.3 -0.3 -0.4
H 0.0 -0.9 -1.1
H 0.4 -0.1 -0.4
H 0.3 -0.4 0.2

=====

The following is a DFT calculation (ωB97M-V/def2-TZVPD) of a molecular structure, C20H24ClNO5P2Pt.

## Properties
* charge: +2
* multiplicity: 5
* relative energy (zero: lowest compared OMol25 entry of this formula, charge and spin): 51.56 kcal/mol
* HOMO energy (spin up / spin down): -12.5 / -15.4 eV
* <S²>: 6.05

Each line ends with the Mulliken spin population.
Atoms and positions in Å:
C -1.465380 3.382317 -1.931009  0.1068
C -1.283980 2.025317 -1.715109  0.1788
C -0.013580 1.435117 -2.053809  0.2047
C 1.058820 2.268117 -2.560209  -0.0229
C 0.811820 3.661717 -2.769309  0.3685
C -0.424480 4.197117 -2.469409  0.2309
C 2.298720 1.649117 -2.801609  0.3431
C 2.478020 0.280417 -2.529909  -0.0374
C 1.328920 -0.457183 -2.044709  0.1945
C 1.455020 -1.854883 -1.717209  0.1666
C 2.687120 -2.467683 -1.883309  0.0919
C 3.816020 -1.748083 -2.377909  0.2385
C 3.721320 -0.407783 -2.694409  0.3677
H -2.424580 3.846017 -1.674409  0.0137
H 1.618820 4.292917 -3.156909  -0.0080
H -0.612980 5.264117 -2.627809  0.0077
H 3.136820 2.241917 -3.186309  -0.0007
H 2.801220 -3.527383 -1.628209  0.0125
H 4.769720 -2.272683 -2.497209  0.0082
H 4.592520 0.146817 -3.059809  -0.0086
N 0.130920 0.116217 -1.850409  0.2969
Pt 0.000020 0.000017 1.669191  0.4092
C -2.313880 1.150217 -1.061909  0.0284
H -2.284480 0.138017 -1.496409  0.0121
H -3.326280 1.577517 -1.170509  0.0133
C 0.254720 -2.542683 -1.143509  0.0857
H -0.658380 -2.186783 -1.647809  0.0154
H 0.332020 -3.639683 -1.243409  0.0098
P -2.003680 0.937817 0.787791  0.0863
P 0.002020 -2.162383 0.694491  0.2433
C 1.310120 -3.273283 1.403091  0.0159
H 1.205420 -3.294483 2.500591  -0.0012
H 1.245920 -4.302183 1.004991  0.0110
H 2.298320 -2.845883 1.165391  -0.0051
C -1.511780 -3.215483 0.968091  0.0371
H -1.356780 -4.256883 0.633291  0.0098
H -1.767380 -3.215483 2.041391  0.0019
H -2.358980 -2.781683 0.410391  -0.0042
C -2.322780 2.663417 1.370991  -0.0015
H -3.269080 3.068617 0.968691  0.0025
H -2.353080 2.656317 2.472391  0.0037
H -1.477880 3.297517 1.058191  0.0021
C -3.598180 0.108317 1.269391  0.0052
H -3.622080 -0.019983 2.364991  0.0024
H -4.476080 0.701117 0.956291  -0.0001
H -3.648280 -0.888983 0.802691  0.0001
C 1.680720 -0.186383 2.455591  0.0873
O 2.757420 -0.213383 2.911691  0.0043
H 0.782320 0.655717 0.495991  0.0993
O 0.003520 -1.436283 5.855391  0.0142
Cl 0.000020 0.000017 5.349191  -0.0048
O -1.245880 0.714517 5.855591  -0.0025
O 1.241520 0.721217 5.857591  -0.0015
O 0.000020 0.000017 3.669191  0.0673

Forces on the atoms, in the same order (eV/Å):
C 0.8 2.7 -0.9
C 0.2 -1.1 0.4
C 1.1 0.7 -0.6
C -0.9 0.2 0.2
C 2.2 -1.9 -0.3
C -3.8 -0.1 1.4
C 0.6 0.4 -0.3
C -0.1 -0.9 0.2
C 1.0 0.8 -0.5
C -0.9 0.6 0.3
C 2.9 -0.1 -0.7
C -1.4 -3.6 1.3
C -1.1 2.7 -0.4
H 0.4 -0.2 -0.2
H -0.3 -0.2 0.1
H 0.0 -0.5 0.1
H -0.4 -0.2 0.2
H 0.0 0.5 -0.2
H -0.4 0.2 0.1
H -0.3 -0.2 0.1
N -0.2 -0.2 0.1
Pt -1.0 0.7 -3.3
C 0.5 -0.1 -0.2
H 0.0 0.4 0.1
H 0.4 -0.2 0.2
C 0.1 0.5 -0.2
H 0.3 -0.1 0.1
H 0.0 0.5 0.2
P -2.1 0.8 0.1
P -0.3 -2.9 -0.6
C 0.1 0.7 0.2
H 0.0 0.0 -0.4
H -0.1 0.6 0.1
H -0.3 -0.2 0.1
C -0.1 0.6 0.1
H 0.1 0.5 0.1
H 0.1 0.0 -0.4
H 0.3 -0.2 0.2
C 0.6 -0.2 0.1
H 0.4 -0.4 0.2
H 0.0 0.0 -0.4
H -0.3 -0.1 0.1
C 0.5 -0.3 0.0
H 0.0 0.1 -0.4
H 0.5 -0.2 0.1
H -0.1 0.4 0.2
C 7.3 -0.2 2.5
O -4.7 0.0 -1.9
H -0.5 -0.1 -0.3
O 0.0 3.7 -2.6
Cl -0.5 0.1 5.2
O 3.3 -1.9 -2.5
O -3.3 -2.0 -2.7
O -0.6 0.1 5.3

=====

Respective E values: -9439.1510 -112568.7946 -18124.5264 -67175.3058 eV.
Respective largest force on an atom values: 3.057 1.868 3.113 7.748 eV/A.